C4H4N2O | the ωB97M-V functional and the def2-TZVPD basis

Each line ends with the natural charge from an NBO analysis.
CARTESIAN COORDINATES (ANGSTROEM)
C -0.4033 -0.4425 0.9194  0.128
C -1.3291 0.3477 -0.4311  0.226
C -0.0996 -0.4040 -0.4914  -0.323
C 1.1548 0.3529 -0.9031  -0.585
N -0.4959 -0.5188 2.0773  0.252
N -2.3040 0.9586 -0.4096  -0.270
O -0.7129 -0.5332 3.2440  -0.388
H -0.1957 -1.3707 -0.9897  0.271
H 2.0376 -0.2104 -0.6144  0.228
H 1.1899 1.3281 -0.4184  0.232
H 1.1582 0.4922 -1.9831  0.229

Cartesian forces (eV/Å) of the 6 atoms listed first:
C 2.210 -2.006 3.669
C -1.605 1.362 -3.215
C -0.052 0.165 0.158
C -0.028 0.192 -0.003
N 0.134 0.111 -1.899
N -0.322 0.232 0.032

The value obtained for the energy above the lowest of the compared OMol25 structures with the same formula, charge and spin is 4.609 eV. As for the HOMO-LUMO gap: 9.84 eV. As for the total energy: -9235.879 eV. The HOMO energy comes out at -9.405 eV. For the maximum force, the calculation gives 4.73 eV/Å.